Formula: C4H10N4O
Source: the Open Molecules 2025 dataset
Level of theory: ωB97M-V with the def2-TZVPD basis set

Results
Relative energy (zero: lowest compared OMol25 entry of this formula, charge and spin) ... 550.0 kJ/mol
Highest occupied orbital energy (alpha / beta) ... -7.31 / -7.12 eV
LUMO level (alpha / beta) ... -0.03818 / -0.04481 Ha
2S+1 ... 1
Net charge ... 0

Positions of all 19 atoms, in Å:
C -0.929 1.149 -2.104
C 0.451 -0.100 2.093
N -0.437 1.077 -0.755
N -0.224 -1.191 -0.057
C 0.791 1.077 -0.423
C 0.916 -0.578 0.717
N -1.316 -1.863 0.466
N 1.868 1.698 -0.490
O 2.022 -1.111 0.577
H 0.092 -1.578 -0.942
H -1.657 -1.546 1.366
H -2.076 -1.841 -0.210
H 2.669 1.161 -0.168
H -1.904 0.664 -2.166
H -1.069 2.212 -2.337
H -0.250 0.726 -2.850
H -0.412 0.561 2.011
H 0.194 -0.960 2.712
H 1.270 0.443 2.559

Löwdin atomic charge list, values in e, 5 entries:
1. C -0.10
2. C -0.01
3. N 0.03
4. N -0.11
5. C -0.37



Formula: C4H10N4O
Source: the Open Molecules 2025 dataset
Level of theory: ωB97M-V with the def2-TZVPD basis set

Results
Structure (SMILES) ... [H]/N=C(/C)N(O)/C(=N/[H])NC
Relative energy (zero: lowest compared OMol25 entry of this formula, charge and spin) ... 273.0 kJ/mol
Highest occupied orbital energy ... -9.29 eV
LUMO level ... 0.02366 Ha
2S+1 ... 1
Net charge ... 0

Positions of all 19 atoms, in Å:
H 2.202 -1.881 -0.222
N 2.544 -0.949 0.052
C 1.601 -0.095 0.193
C 1.882 1.316 0.736
N 0.216 -0.397 -0.044
O 0.024 -1.657 -0.608
C -0.761 0.585 -0.404
N -0.377 1.675 -0.879
H -1.165 2.252 -0.969
N -2.090 0.269 -0.101
C -2.525 -0.634 0.888
H 2.803 1.198 1.331
H 1.841 2.081 -0.047
H 1.122 1.516 1.443
H 0.370 -1.568 -1.597
H -2.657 1.084 -0.290
H -2.351 -0.212 1.924
H -1.975 -1.620 0.775
H -3.624 -0.811 0.857

Löwdin atomic charge list, values in e, 5 entries:
1. H 0.04
2. N 0.13
3. C -0.40
4. C -0.04
5. N -0.09